1.
{"formula": "C6H19BrCuN5O3", "method": "ωB97M-V/def2-TZVPD", "mol_weight_g_mol": 352.70, "multiplicity": 2, "lumo_energy_ev": [-5.39, -8.66], "homo_energy_ev": [-11.97, -11.96], "max_force_ev_per_a": 6.337, "s_squared": 0.7547, "e_above_lowest_kj_mol": 404.9, "charge": 1, "elements": ["Cu", "Br", "C", "O", "N", "N", "H", "H", "H", "H", "C", "O", "N", "N", "H", "H", "H", "H", "C", "C", "C", "O", "C", "N", "H", "H", "H", "H", "H", "H", "H", "H", "H", "H", "H"], "positions_angstrom": [[-4.9056, -13.6163, -11.5557], [-6.1344, -14.2404, -13.8815], [-10.1587, -12.4305, -11.9400], [-11.3914, -12.4092, -11.8175], [-9.4867, -13.4220, -12.3558], [-9.3874, -11.5025, -11.5053], [-10.0534, -14.2575, -12.3857], [-8.4926, -13.3061, -12.4913], [-9.8186, -10.6681, -11.1340], [-8.3900, -11.5917, -11.3732], [-3.1871, -16.4494, -15.3806], [-2.2647, -17.0275, -14.8197], [-4.3329, -17.0946, -15.7198], [-3.2156, -15.1700, -15.6888], [-5.1136, -16.4861, -15.9207], [-4.4511, -18.0736, -15.5014], [-4.1266, -14.7341, -15.6793], [-2.3821, -14.8128, -15.2441], [-10.5599, -14.1976, -17.5788], [-9.1825, -13.6661, -17.2560], [-9.1582, -12.5374, -16.2307], [-10.1825, -11.6191, -16.3178], [-10.0913, -10.5832, -15.3382], [-8.4714, -14.8378, -16.7104], [-11.1228, -13.5407, -18.2419], [-11.0987, -14.1173, -16.6347], [-10.7362, -15.2168, -17.9224], [-8.6775, -13.2450, -18.1253], [-8.2078, -12.0544, -16.4577], [-9.0974, -12.9562, -15.2263], [-10.0075, -10.9676, -14.3217], [-10.9963, -9.9931, -15.1940], [-9.2504, -9.8896, -15.3461], [-7.8142, -14.7345, -15.9504], [-7.8045, -15.2155, -17.3681]]}

---

2.
{"formula": "C2H4BrOP", "method": "ωB97M-V/def2-TZVPD", "mol_weight_g_mol": 154.93, "smiles": "CP(Br)C=O", "lumo_energy_ev": 0.23, "homo_energy_ev": -8.91, "max_force_ev_per_a": 5.769, "e_above_lowest_kj_mol": 93.8, "charge": 0, "elements": ["C", "P", "Br", "C", "O", "H", "H", "H", "H"], "positions_angstrom": [[0.7187, -0.8648, 0.5976], [0.4543, 0.0518, -1.0234], [-1.0312, -1.3479, -1.9990], [-0.8388, 1.5388, -0.1622], [-0.2919, 2.3101, 0.5732], [0.9871, -0.1751, 1.4572], [1.6470, -1.4097, 0.2667], [0.1168, -1.6705, 0.8754], [-1.7621, 1.5673, -0.5855]]}

---

3.
{"formula": "C7H16ClISi", "method": "ωB97M-V/def2-TZVPD", "mol_weight_g_mol": 290.65, "smiles": "CC[C@H](C)[Si@@H](Cl)C[C@H](C)I", "lumo_energy_ev": 0.33, "homo_energy_ev": -9.39, "max_force_ev_per_a": 3.583, "charge": 0, "elements": ["C", "C", "C", "C", "Si", "Cl", "C", "C", "C", "I", "H", "H", "H", "H", "H", "H", "H", "H", "H", "H", "H", "H", "H", "H", "H", "H"], "positions_angstrom": [[-2.7523, -1.9625, 1.7092], [-1.3719, -1.0317, 1.5512], [-0.6513, -1.2921, 0.0761], [0.9125, -1.7566, 0.2806], [-0.9003, 0.1595, -1.1773], [-2.5141, 1.5118, -0.6013], [0.7115, 1.0965, -1.6571], [1.1152, 2.3444, -0.6751], [2.7856, 2.4247, -0.7018], [0.5594, 2.0999, 1.4264], [-3.4631, -1.5860, 0.8296], [-2.5445, -3.1096, 1.6044], [-3.2924, -1.6557, 2.7076], [-1.7249, 0.0718, 1.7149], [-0.6314, -1.4202, 2.3963], [-1.2158, -2.2443, -0.3716], [1.0697, -2.7397, -0.3769], [1.1997, -2.0498, 1.3764], [1.7100, -0.9891, -0.0985], [-1.3921, -0.4742, -2.4279], [0.5196, 1.5715, -2.7355], [1.6624, 0.4200, -1.7748], [0.7652, 3.3748, -1.1618], [3.2187, 2.5878, -1.7764], [3.1351, 1.3938, -0.2144], [3.0894, 3.2552, 0.0777]]}

---

4.
{"formula": "C37H40Cl2N8O2PdS2Si", "method": "ωB97M-V/def2-TZVPD", "mol_weight_g_mol": 898.33, "lumo_energy_ev": 0.01, "homo_energy_ev": -7.04, "max_force_ev_per_a": 0.933, "e_above_lowest_kj_mol": 63.3, "charge": 0, "elements": ["Pd", "C", "Si", "C", "C", "C", "C", "C", "C", "N", "C", "S", "H", "H", "H", "H", "H", "H", "H", "H", "H", "H", "H", "H", "C", "C", "C", "C", "N", "C", "N", "N", "N", "H", "H", "H", "H", "H", "H", "H", "H", "H", "H", "Cl", "C", "C", "C", "C", "C", "Cl", "C", "N", "C", "C", "C", "C", "C", "C", "C", "C", "O", "O", "H", "H", "H", "H", "H", "H", "H", "H", "H", "H", "S", "C", "C", "C", "N", "C", "C", "C", "C", "C", "N", "C", "C", "H", "H", "H", "H", "H", "H", "H", "H"], "positions_angstrom": [[0.1266, -0.1495, -0.3235], [-5.1728, -1.8838, -3.8401], [-4.7317, -2.0822, -2.0341], [-3.8802, -3.7179, -1.7533], [-6.2817, -2.0011, -0.9854], [-3.6665, -0.5940, -1.5498], [-4.2499, 0.6749, -1.5772], [-3.5493, 1.8285, -1.2499], [-2.2229, 1.7109, -0.8826], [-1.6570, 0.5107, -0.8642], [-2.3219, -0.6106, -1.1760], [-1.1705, -1.9316, -0.9994], [-5.8728, -2.6613, -4.1559], [-4.2827, -1.9560, -4.4686], [-5.6398, -0.9156, -4.0349], [-4.5764, -4.5201, -2.0169], [-3.5861, -3.8536, -0.7116], [-2.9880, -3.8282, -2.3700], [-6.9709, -2.8023, -1.2639], [-6.8128, -1.0542, -1.1047], [-6.0428, -2.1189, 0.0740], [-5.2922, 0.7721, -1.8653], [-4.0206, 2.8004, -1.2786], [-1.5747, 2.5340, -0.6073], [3.9986, -5.4139, -0.2122], [3.1589, -5.3473, 1.0591], [1.6867, -5.6237, 0.7711], [3.3458, -4.0252, 1.8087], [2.8965, -2.8647, 1.0463], [1.7065, -2.2767, 1.0082], [1.7706, -1.3146, 0.1181], [3.0172, -1.3184, -0.3926], [3.6976, -2.2481, 0.1553], [3.9191, -6.4046, -0.6609], [5.0516, -5.2134, -0.0099], [3.6601, -4.6855, -0.9504], [3.5228, -6.1097, 1.7556], [1.2653, -4.8721, 0.0984], [1.0897, -5.6381, 1.6860], [1.5709, -6.5902, 0.2806], [4.3928, -3.8487, 2.0483], [2.7747, -4.0298, 2.7373], [0.8399, -2.5402, 1.5912], [5.5017, 4.7168, -1.3861], [6.3607, 3.5436, -2.3248], [7.7348, 3.6721, -2.4466], [8.4528, 2.7098, -3.1364], [7.8009, 1.6242, -3.6967], [6.4241, 1.5253, -3.5802], [5.6287, 0.1633, -4.3008], [5.6588, 2.4829, -2.9069], [4.2681, 2.3308, -2.8007], [3.3670, 3.2414, -3.3319], [3.7775, 4.3003, -4.1443], [2.8591, 5.2038, -4.6522], [1.5097, 5.0673, -4.3726], [1.0940, 3.9855, -3.6085], [1.9887, 3.0570, -3.0963], [1.4606, 1.8197, -2.3981], [1.6934, 1.7935, -0.8710], [2.8479, 1.6542, -0.4597], [0.6641, 1.9388, -0.1017], [8.2283, 4.5158, -1.9846], [9.5267, 2.8024, -3.2303], [8.3445, 0.8573, -4.2301], [3.9414, 1.8442, -1.9582], [4.8302, 4.4239, -4.3668], [3.2088, 6.0231, -5.2681], [0.7885, 5.7750, -4.7599], [0.0355, 3.8364, -3.4212], [1.9703, 0.9445, -2.8138], [0.3973, 1.7342, -2.6156], [-2.6273, 0.6250, 6.4123], [-1.9343, 0.2457, 4.8102], [-2.7202, -0.3266, 3.8197], [-2.1352, -0.6095, 2.5945], [-0.8580, -0.3610, 2.3227], [-0.1106, 0.1928, 3.2753], [-0.5992, 0.5062, 4.5346], [-3.0370, 2.3384, 6.1143], [-4.2741, 2.6879, 5.5935], [-4.5475, 4.0325, 5.3875], [-3.6891, 5.0102, 5.6653], [-2.5088, 4.6617, 6.1699], [-2.1354, 3.3476, 6.4159], [-3.7640, -0.5457, 3.9992], [-2.7148, -1.0574, 1.7923], [0.9177, 0.4160, 3.0096], [0.0447, 0.9512, 5.2809], [-5.0098, 1.9314, 5.3560], [-5.5060, 4.3361, 4.9808], [-1.8229, 5.4718, 6.3917], [-1.1646, 3.1190, 6.8342]]}